Below is a cluster of 4 separate species, C10H26N3O3 in total, with properties calculated with the ωB97M-V functional and the def2-TZVPD basis.

Summary:
Net charge = +1
HOMO-LUMO gap = 10.138 eV
Molar mass = 236.34 g mol⁻¹

Atoms and positions in Å:
C 1.61 3.73 0.54
C 1.88 2.27 0.60
N 0.91 1.31 0.83
C 1.42 0.09 0.85
N 2.73 0.23 0.62
C 3.04 1.57 0.46
N 4.31 2.09 0.21
H 1.45 4.07 -0.49
H 2.47 4.27 0.95
H 0.73 3.99 1.13
H -0.09 1.49 0.95
H 0.88 -0.84 1.01
H 3.38 -0.53 0.57
H 4.44 2.33 -0.76
H 5.06 1.46 0.48
C -1.20 0.71 -2.81
C -0.51 1.95 -3.36
O -0.37 2.97 -2.37
H -2.19 0.96 -2.43
H -1.30 -0.06 -3.57
H -0.62 0.30 -1.98
H -1.10 2.39 -4.16
H 0.47 1.69 -3.77
H 0.17 2.60 -1.66
C -2.98 -1.29 1.33
C -2.33 -0.04 0.78
O -2.22 1.00 1.76
H -3.98 -1.06 1.70
H -3.07 -2.06 0.56
H -2.40 -1.71 2.15
H -2.92 0.38 -0.03
H -1.34 -0.28 0.38
H -1.71 0.65 2.50
C -1.06 -4.78 0.92
C -0.24 -3.68 0.29
O 0.08 -2.65 1.24
H -1.98 -4.39 1.35
H -1.32 -5.54 0.18
H -0.50 -5.28 1.72
H -0.80 -3.18 -0.50
H 0.68 -4.07 -0.15
H 0.56 -3.06 1.97